a.
{"formula": "C3H4N4O", "method": "ωB97M-V/def2-TZVPD", "orbital_gap_ev": 7.8, "smiles": "[H]/N=N/C(O)=C(\\N)C#N", "homo_energy_ev": -8.4, "elements": ["C", "C", "H", "H", "N", "C", "N", "O", "N", "H", "N", "H"], "xyz": [[-0.2585, -0.3895, -0.7561], [0.8163, 0.2692, -0.1400], [1.8287, 2.0676, 0.0450], [0.1920, 2.1223, -0.6181], [-2.3062, -0.4640, 0.4635], [1.8507, -0.5020, 0.4535], [2.6426, -1.2789, 0.7648], [-0.2942, -1.7233, -0.7910], [0.9775, 1.6138, -0.2409], [-3.1729, 0.0116, 0.7577], [-1.4464, 0.3488, 0.1115], [-0.8297, -2.0756, -0.0499]]}



b.
{"formula": "C3H4N4O", "method": "ωB97M-V/def2-TZVPD", "orbital_gap_ev": 9.6, "smiles": "[H]/N=c1/[nH]cn/c(=N\\[H])o1", "homo_energy_ev": -9.7, "elements": ["O", "C", "N", "H", "C", "H", "H", "C", "N", "N", "H", "N"], "xyz": [[0.4639, 0.6638, 0.9320], [-0.8797, 0.8010, 0.6550], [-1.6152, 1.4631, 1.5037], [-1.2009, -1.0381, -2.0896], [1.0970, -0.2869, 0.3026], [-2.5636, 1.2770, 1.0773], [2.8763, 0.4774, 0.7592], [-0.8220, -0.7142, -1.0895], [-1.4753, 0.1901, -0.4084], [0.4458, -1.1005, -0.5595], [1.2704, -1.4761, -1.2412], [2.4033, -0.2565, 0.1584]]}



c.
{"formula": "C3H4N4O", "method": "ωB97M-V/def2-TZVPD", "orbital_gap_ev": 8.0, "smiles": "[H]/N=N\\c1c[nH]/c(=N\\[H])o1", "homo_energy_ev": -8.6, "elements": ["N", "N", "O", "H", "H", "N", "C", "C", "N", "C", "H", "H"], "xyz": [[2.3107, 0.1953, -0.0396], [2.9367, -0.9050, 0.0224], [0.2135, -0.9521, -0.0402], [-2.8669, -0.7844, 0.0460], [-2.0585, 1.4486, 0.1071], [-2.0640, -1.4142, 0.0604], [-1.1537, -0.5294, -0.0816], [0.9839, 0.2435, -0.0102], [-1.2074, 0.8436, -0.1025], [0.0929, 1.3092, 0.1127], [2.4308, -1.7572, -0.0248], [0.3820, 2.3021, -0.0497]]}



d.
{"formula": "C3H4N4O", "method": "ωB97M-V/def2-TZVPD", "orbital_gap_ev": 9.5, "homo_energy_ev": -9.5, "elements": ["H", "N", "H", "H", "H", "O", "N", "N", "N", "C", "C", "C"], "xyz": [[-3.0208, -0.0738, -0.4005], [-2.1185, -0.6197, 0.4173], [-2.3020, -1.5342, -0.0475], [2.1242, -2.0173, 0.1387], [0.5884, 2.8776, 0.1208], [0.1040, -0.9454, -0.3008], [-0.6797, 1.0359, -0.2379], [2.5997, -1.0406, 0.0781], [1.5744, 1.1104, 0.1315], [0.5197, 1.7147, 0.0753], [-0.8743, -0.1288, -0.0338], [1.4849, -0.3787, 0.0588]]}



Tell me which of them is the least stable. Sure, it is a.



a.
{"formula": "C3H4N4O", "method": "ωB97M-V/def2-TZVPD", "orbital_gap_ev": 9.8, "smiles": "c1nncocn[nH]1", "homo_energy_ev": -8.9, "elements": ["C", "O", "H", "C", "C", "H", "N", "N", "N", "N", "H", "H"], "xyz": [[0.0591, -0.3139, 1.8104], [0.9629, -1.0088, 1.0374], [-0.4731, -0.7893, 2.7572], [-0.1522, 1.3953, -0.7066], [0.8377, -1.2349, -0.3091], [-0.1536, 2.2482, -1.5826], [-0.2757, 0.8485, 1.5076], [0.0472, -0.8616, -1.3142], [0.2180, 1.4595, 0.4962], [-0.9449, 0.2455, -1.1504], [1.3996, -2.1538, -0.5986], [-1.5249, 0.1653, -1.9473]]}



b.
{"formula": "C3H4N4O", "method": "ωB97M-V/def2-TZVPD", "orbital_gap_ev": 9.4, "smiles": "[H]/N=c1/nnnc(C)o1", "homo_energy_ev": -9.9, "elements": ["H", "N", "N", "C", "N", "H", "N", "O", "C", "C", "H", "H"], "xyz": [[-2.3376, 0.2461, 1.5575], [1.0170, -0.5192, -1.1825], [1.3379, -1.1843, -0.1753], [-0.2914, -0.1241, 1.0491], [-0.1215, 1.1238, -2.2203], [-1.3335, -0.5419, 2.9990], [0.7489, -0.9647, 1.1596], [-0.7126, 0.5735, -0.0385], [-1.3356, 0.2214, 2.1515], [-0.0017, 0.4643, -1.1730], [-0.7209, 1.8969, -2.0382], [-1.0110, 1.2523, 2.5531]]}



c.
{"formula": "C3H4N4O", "method": "ωB97M-V/def2-TZVPD", "orbital_gap_ev": 9.7, "smiles": "N/N=C\\c1conn1", "homo_energy_ev": -9.7, "elements": ["N", "N", "N", "C", "H", "H", "H", "C", "N", "C", "H", "O"], "xyz": [[1.5026, -0.7438, 1.2117], [-1.5665, 1.1543, -0.8924], [-1.9083, 0.8798, -2.0005], [-0.4514, 0.5401, -0.3192], [2.2818, -1.1607, 1.7459], [0.8616, -0.7864, -1.5163], [-0.9566, 1.2284, 1.7444], [-0.3390, 0.6010, 1.2099], [0.4076, 0.0097, 2.0277], [0.0582, -0.1471, -1.4359], [0.9798, -1.4719, 0.7067], [-0.8697, -0.1032, -2.4820]]}



Tell me which of them is the least stable. Sure, it is a.



a.
{"formula": "C4H7FO", "method": "ωB97M-V/def2-TZVPD", "orbital_gap_ev": 9.7, "smiles": "C=CO[C@@H](C)F", "homo_energy_ev": -8.7, "elements": ["H", "H", "H", "C", "C", "C", "H", "H", "F", "H", "O", "C", "H"], "xyz": [[-1.8807, 2.5318, 1.8893], [1.1192, -0.8624, -1.9707], [2.2852, -0.9500, -0.6333], [-0.9120, 0.9722, 0.8964], [1.3457, -1.3331, -1.0204], [0.2461, -1.0578, -0.0459], [-0.2393, 2.9319, 1.1563], [1.4264, -2.4117, -1.1541], [0.4946, -1.5604, 1.1770], [-1.6839, 0.2322, 1.0786], [0.1450, 0.5759, 0.1598], [-1.0154, 2.2132, 1.3420], [-0.7587, -1.3644, -0.3520]]}



b.
{"formula": "C4H7FO", "method": "ωB97M-V/def2-TZVPD", "orbital_gap_ev": 10.0, "smiles": "CCO/C=C\\F", "homo_energy_ev": -8.9, "elements": ["H", "H", "H", "C", "O", "C", "F", "H", "H", "H", "C", "H", "C"], "xyz": [[0.7984, 1.9292, -1.9295], [-1.7869, -1.4858, 2.3263], [1.1670, 1.2319, 0.4185], [-1.2486, -0.8607, 1.5688], [0.6754, -0.6647, 0.0542], [0.4228, 0.6643, -0.1954], [-1.8552, 0.3667, 1.2747], [1.7593, 0.3428, -1.8715], [-0.6166, 0.8395, 0.0820], [-0.1969, 0.4708, -2.2248], [0.7559, 0.8493, -1.6995], [0.2525, -2.3326, 1.2476], [-0.1270, -1.3506, 0.9485]]}



c.
{"formula": "C4H7FO", "method": "ωB97M-V/def2-TZVPD", "orbital_gap_ev": 11.4, "smiles": "FCC[C@@H]1CO1", "homo_energy_ev": -10.4, "elements": ["C", "H", "H", "C", "H", "H", "O", "C", "H", "H", "F", "C", "H"], "xyz": [[-0.3513, -1.0520, 0.0397], [-1.5045, -0.7464, -0.1711], [1.3359, -1.0801, 1.3247], [0.4980, -0.2145, 1.0299], [-0.2808, 0.0922, 1.9914], [0.2154, -0.8477, -0.9181], [0.2936, 1.1783, -1.2356], [-0.5671, 1.7050, -0.2397], [-0.5802, 2.7353, -0.4846], [1.3646, 1.8703, 0.4887], [-0.2641, -2.4477, 0.2397], [0.6314, 1.0809, 0.1117], [-1.7888, 1.4623, -0.1528]]}



d.
{"formula": "C4H7FO", "method": "ωB97M-V/def2-TZVPD", "orbital_gap_ev": 10.4, "homo_energy_ev": -10.5, "elements": ["H", "F", "H", "H", "H", "H", "H", "H", "C", "C", "O", "C", "C"], "xyz": [[0.1899, -0.5793, -1.4755], [-0.0363, 1.7952, -0.5873], [1.7567, -1.8329, -0.6535], [-0.7215, 1.4490, 1.3637], [-0.0598, -1.0394, 1.1269], [2.2119, 0.2770, -0.7900], [1.4005, -0.1867, 1.4664], [-2.5426, 1.2031, -0.4218], [0.6302, -0.2987, 0.6288], [1.2953, -0.7240, -0.6574], [-1.9270, -1.0718, -0.3469], [-1.7423, 0.2003, -0.1275], [-0.4550, 0.8080, 0.4742]]}



Tell me which of them is the least stable. Sure, it is c.



a.
{"formula": "F6H16O8P", "method": "ωB97M-V/def2-TZVPD", "orbital_gap_ev": 11.5, "charge": -1, "homo_energy_ev": -9.0, "elements": ["H", "F", "H", "H", "H", "O", "H", "H", "O", "H", "O", "F", "H", "F", "H", "H", "H", "O", "O", "H", "H", "P", "H", "F", "O", "H", "O", "F", "F", "O", "H"], "xyz": [[5.1823, -2.7380, -2.4853], [-0.2679, -0.6184, -0.2040], [-3.9457, 5.3861, 0.3214], [4.5149, -2.3463, -1.1841], [-3.1092, -4.6531, 0.4353], [0.5022, -1.8976, 4.4305], [-3.2912, 4.9428, -0.9698], [0.9287, -2.0398, 3.5854], [-3.5854, -4.3871, -0.3513], [-0.4275, -2.0463, 4.2582], [3.0593, 3.1911, 3.2257], [-0.3045, 0.8226, -1.9867], [0.4828, -3.7890, -1.9599], [-0.5622, 1.6054, 0.2006], [3.9020, 2.8235, 2.9593], [-2.0163, 3.5671, 4.7355], [0.5702, -5.3000, -1.9253], [-1.3339, 1.4155, -6.1706], [5.0778, -3.0146, -1.5749], [-1.4505, 2.1730, 4.5679], [-1.7319, 0.6332, -6.5524], [0.5581, 0.7117, -0.5789], [-2.9607, -4.5157, -1.0650], [1.6292, -0.2820, -1.3130], [-1.6801, 2.8217, 5.2332], [2.4142, 2.7184, 2.6997], [-3.8599, 5.6198, -0.6029], [1.4512, 0.4965, 0.8716], [1.3760, 2.0819, -1.0220], [0.0896, -4.5786, -2.3314], [-1.2118, 1.1962, -5.2469]]}



b.
{"formula": "F6H16O8P", "method": "ωB97M-V/def2-TZVPD", "orbital_gap_ev": 11.2, "charge": -1, "homo_energy_ev": -8.2, "elements": ["H", "F", "F", "H", "P", "F", "H", "H", "O", "H", "F", "H", "H", "O", "H", "H", "H", "F", "O", "H", "H", "H", "O", "O", "H", "O", "H", "O", "F", "O", "H"], "xyz": [[-0.4049, 2.7476, 0.5174], [1.0995, 0.1280, 1.5228], [0.5000, -1.6522, 0.3905], [-0.7433, -2.2737, 1.8349], [0.3389, -0.0920, 0.0586], [0.3382, 1.4984, -0.1944], [-2.6312, -1.9876, -3.1955], [0.7002, -2.9673, -0.5926], [-2.1363, -2.5897, -2.6398], [-4.1941, -0.0011, 0.2108], [-0.6676, -0.4092, -1.2414], [1.1570, 2.6933, -1.2387], [2.6304, 2.9415, -0.9950], [0.2357, 2.1644, 3.1689], [-2.8476, 0.6620, 0.0122], [-1.1975, 3.9313, 0.0050], [0.7475, -4.3285, 0.0683], [-1.0569, 0.0063, 0.8849], [-0.6702, 3.6379, 0.7481], [0.3445, 1.4513, 2.5398], [3.5010, 0.1277, -1.2214], [3.9725, -1.1885, -1.8020], [-3.7862, 0.8021, -0.1128], [-1.1074, -2.7608, 2.5741], [-1.4330, -2.0542, -2.2727], [1.9319, 3.0957, -1.6310], [0.6389, 2.9220, 2.7451], [4.2400, -0.2784, -1.6745], [1.7220, -0.2384, -0.8229], [0.4058, -3.8717, -0.7004], [-1.6276, -2.1161, 3.0536]]}



Tell me which of them is the least stable. Sure, it is a.



a.
{"formula": "C4H10N3O2", "method": "ωB97M-V/def2-TZVPD", "orbital_gap_ev": 7.4, "charge": -1, "homo_energy_ev": -3.3, "elements": ["C", "H", "H", "H", "H", "C", "C", "H", "H", "H", "N", "H", "O", "N", "N", "H", "H", "C", "O"], "xyz": [[0.9451, -1.1959, -0.9739], [0.1462, 3.2100, 0.3608], [0.1739, -2.7442, 0.6784], [0.7708, 2.0909, -0.9084], [-0.7513, 2.6599, -1.0879], [-0.3045, -1.7534, 0.8362], [-2.9656, -0.3859, 0.1047], [-1.2559, 1.3524, 0.9988], [0.9321, -0.7335, -1.9485], [0.3450, -1.2915, 1.6443], [-0.5073, 1.1237, 0.3613], [-1.3361, -1.7997, 1.2242], [-3.3002, -1.3804, -0.4403], [-1.0825, 0.1394, -0.4702], [-0.4392, -1.0817, -0.4167], [1.5672, -0.6684, -0.2729], [1.1914, -2.3089, -1.1203], [-0.0939, 2.3771, -0.3701], [-3.2873, 0.5447, 0.7645]]}



b.
{"formula": "C4H10N3O2", "method": "ωB97M-V/def2-TZVPD", "orbital_gap_ev": 7.9, "charge": -1, "homo_energy_ev": -4.1, "elements": ["H", "O", "H", "H", "O", "C", "H", "H", "C", "H", "H", "H", "H", "N", "C", "C", "N", "H", "N"], "xyz": [[-1.4758, -1.1203, -1.2575], [-2.9074, -0.6259, 0.7037], [0.9268, -1.5107, 1.7270], [2.6197, 1.8654, -1.0438], [-3.7186, 1.4109, 0.4900], [2.4419, 1.9849, 0.0598], [-0.3295, -2.1754, -1.7664], [3.2765, 2.2159, 0.6640], [-2.8653, 0.5913, 0.7206], [-0.1393, -0.5142, -2.3160], [-1.7444, 1.0189, 0.7964], [-0.0015, -2.5385, 0.7689], [1.7793, 2.7678, 0.2238], [1.8042, 0.7408, 0.4654], [-0.4712, -1.1544, -1.4594], [0.1182, -1.4333, 0.8794], [1.0722, 0.3048, -0.5256], [-0.8203, -1.0649, 1.2426], [0.4345, -0.7631, -0.3728]]}



Tell me which of them is the least stable. Sure, it is a.



a.
{"formula": "CH3ClN3S", "method": "ωB97M-V/def2-TZVPD", "orbital_gap_ev": 7.5, "charge": 1, "homo_energy_ev": -13.7, "elements": ["H", "N", "N", "N", "S", "H", "C", "Cl", "H"], "xyz": [[1.9722, -2.2611, 0.4396], [0.9409, -0.9941, -0.2921], [0.1837, -0.2293, -0.8322], [1.2209, -2.1393, -0.1544], [-2.0475, 0.8257, 0.0468], [-1.4503, 0.9844, 1.3356], [-0.6234, 0.7909, -0.9472], [-2.4654, -1.1325, -0.1994], [-0.3267, 1.4797, -1.7505]]}



b.
{"formula": "CH3ClN3S", "method": "ωB97M-V/def2-TZVPD", "orbital_gap_ev": 7.4, "charge": 1, "homo_energy_ev": -13.4, "elements": ["N", "H", "Cl", "H", "H", "S", "N", "N", "C"], "xyz": [[1.0252, -0.7403, 0.0352], [1.9198, -2.2794, 0.5022], [-2.1015, -0.9922, 0.1288], [0.1526, 2.2639, -0.9837], [-1.4434, 0.9911, 1.4053], [-1.7472, 0.9922, 0.1153], [1.2613, -1.9057, -0.1654], [0.9293, 0.4048, -0.4584], [0.0039, 1.2657, -0.5793]]}



Tell me which of them is the least stable. Sure, it is a.